## a
Formula: C6H14N3O2
Source: the OMol25 dataset
Level of theory: ωB97M-V with the def2-TZVPD basis set

Structure (XYZ):
```
25
Properties=species:S:1:pos:R:3:lowdin_charge:R:1
C 1.954 -1.140 0.688 -0.028
C 2.089 -0.002 -0.332 -0.408
O 3.443 0.239 -0.649 -0.009
C 1.386 1.291 0.106 -0.083
O 0.106 1.494 -0.546 -0.032
N -0.802 0.579 -0.056 -0.038
C -1.881 1.047 0.821 -0.052
C -2.482 -0.328 1.119 -0.088
N -2.424 -0.912 -0.254 0.126
C -1.362 -0.317 -0.886 -0.320
N -0.980 -0.535 -2.151 0.221
H 2.859 -1.738 0.661 0.089
H 1.129 -1.806 0.434 0.067
H 1.800 -0.778 1.702 0.078
H 1.607 -0.318 -1.256 0.127
H 3.834 0.830 -0.005 0.099
H 1.981 2.167 -0.128 0.141
H 1.189 1.261 1.177 0.125
H -1.613 1.700 1.638 0.143
H -2.614 1.569 0.201 0.143
H -1.761 -0.881 1.723 0.132
H -3.473 -0.297 1.544 0.133
H -2.354 -1.925 -0.273 0.163
H -0.622 -1.419 -2.461 0.132
H -1.009 0.217 -2.818 0.140
```

Summary:
**SMILES string**: C[C@H](O)CON1CCNC1=[NH2+]
**Kohn-Sham gap**: 9.76 eV
**Molar mass**: 160.20 g/mol
**Total charge**: +1

## b
Formula: C6H14N3O2
Source: the OMol25 dataset
Level of theory: ωB97M-V with the def2-TZVPD basis set

Structure (XYZ):
```
25
Properties=species:S:1:pos:R:3:lowdin_charge:R:1
C 1.881 -0.933 0.511 -0.172
C 0.884 -1.834 -0.244 -0.164
C 1.160 0.301 1.076 -0.094
C 0.098 -1.012 -1.246 -0.159
C 0.779 1.088 -0.249 -0.362
C 0.386 2.481 -0.143 -0.005
N -2.066 -0.882 0.227 0.125
N -0.290 0.311 -0.808 0.039
N -1.577 0.236 0.056 -0.119
O -3.382 -0.795 0.541 0.108
O -2.261 1.301 0.227 0.144
H 2.381 -1.542 1.280 0.127
H 2.648 -0.668 -0.170 0.100
H 1.408 -2.644 -0.776 0.133
H 0.185 -2.334 0.351 0.083
H 0.272 -0.008 1.598 0.104
H 1.767 0.812 1.798 0.116
H 0.832 -0.696 -2.022 0.161
H -0.754 -1.567 -1.481 0.100
H 1.613 0.744 -0.910 0.161
H 0.455 2.802 -1.134 0.087
H 1.082 2.906 0.559 0.102
H -0.612 2.408 0.306 0.082
H -3.656 -1.689 0.509 0.122
H -3.238 1.214 0.141 0.182
```

Summary:
**SMILES string**: C[C@H]1CCCCN1/[N+](O)=N/O
**Kohn-Sham gap**: 8.65 eV
**Molar mass**: 160.20 g/mol
**Total charge**: +1

Energy above the most stable structure, in eV: a 0.000; b 4.423

## a
Formula: C3H10NOS
Source: the OMol25 dataset
Level of theory: ωB97M-V with the def2-TZVPD basis set

Structure (XYZ):
```
16
Properties=species:S:1:pos:R:3:lowdin_charge:R:1
C 1.802 0.032 0.685 -0.187
O 2.559 0.956 -0.048 -0.046
C 0.488 -0.302 -0.092 -0.308
C -0.718 -0.352 0.861 -0.531
S -2.307 -0.552 0.037 0.792
N 0.233 0.754 -1.133 0.207
H 2.363 -0.886 0.828 0.132
H 1.549 0.362 1.706 0.136
H 3.151 1.487 0.499 0.128
H 0.620 -1.252 -0.610 0.152
H -0.545 -1.107 1.617 0.096
H -0.722 0.576 1.405 0.083
H -2.133 -1.845 -0.272 -0.106
H 0.188 0.332 -2.060 0.176
H -0.688 1.162 -0.979 0.122
H 1.039 1.400 -1.085 0.155
```

Summary:
**SMILES string**: [NH3+][C@@H](CO)CS
**Kohn-Sham gap**: 10.40 eV
**Molar mass**: 108.19 g/mol
**Total charge**: +1

## b
Formula: C3H10NOS
Source: the OMol25 dataset
Level of theory: ωB97M-V with the def2-TZVPD basis set

Structure (XYZ):
```
16
Properties=species:S:1:pos:R:3:lowdin_charge:R:1
C 1.207 0.644 -0.642 -0.164
O 0.649 1.497 -1.657 -0.010
C -0.051 0.231 0.155 -0.302
C 0.356 -0.847 1.249 -0.383
S -1.121 -1.831 1.993 0.722
N -1.094 -0.156 -0.834 0.237
H 1.924 0.904 0.192 0.157
H 1.794 -0.154 -1.103 0.134
H 1.118 2.245 -1.856 0.067
H -0.460 1.102 0.642 0.155
H 0.891 -0.346 2.063 0.097
H 0.757 -1.582 0.705 0.012
H -1.926 -0.879 2.427 -0.167
H -2.010 -0.362 -0.531 0.144
H -0.953 -1.035 -1.344 0.195
H -1.081 0.568 -1.458 0.107
```

Summary:
**SMILES string**: [NH3+][C@H](CO)CS
**Kohn-Sham gap**: 10.14 eV
**Molar mass**: 108.19 g/mol
**Total charge**: +1

Energy above the most stable structure, in eV: a 0.000; b 1.178

## a
Formula: C2H6N3
Source: the OMol25 dataset
Level of theory: ωB97M-V with the def2-TZVPD basis set

Structure (XYZ):
```
11
Properties=species:S:1:pos:R:3:lowdin_charge:R:1
C 0.017 -0.053 0.448 -0.396
C 0.145 -0.584 -0.849 0.000
N -1.072 -0.419 1.130 0.213
N -0.064 -0.087 -1.999 0.093
N 1.017 0.518 1.080 0.206
H -1.155 -0.251 2.150 0.163
H -1.663 -0.850 0.449 0.124
H -0.094 0.920 -2.339 0.175
H -0.104 -0.687 -2.815 0.128
H 1.936 0.609 0.691 0.133
H 1.035 0.882 2.055 0.163
```

Summary:
**<S²>**: 2.006
**Kohn-Sham gap (alpha / beta)**: 7.89 / 9.46 eV
**Molar mass**: 72.09 g/mol
**Total charge**: +1
**Spin multiplicity**: 3

## b
Formula: C2H6N3
Source: the OMol25 dataset
Level of theory: ωB97M-V with the def2-TZVPD basis set

Structure (XYZ):
```
11
Properties=species:S:1:pos:R:3:lowdin_charge:R:1
C -0.864 -0.673 1.541 0.070
C 0.002 -0.204 -1.739 0.032
N -0.827 1.915 -0.571 0.231
N -1.845 1.469 -1.071 0.288
N -0.750 0.507 -0.713 -0.031
H -1.720 -0.084 1.855 0.006
H -1.019 -1.603 1.069 -0.012
H 0.015 -0.507 2.158 0.013
H -0.192 -1.252 -1.593 0.101
H -0.452 0.305 -2.704 0.171
H 1.077 -0.043 -1.467 0.132
```

Summary:
**<S²>**: 2.008
**Kohn-Sham gap (alpha / beta)**: 6.29 / 8.16 eV
**Molar mass**: 72.09 g/mol
**Total charge**: +1
**Spin multiplicity**: 3

Energy above the most stable structure, in eV: a 0.000; b 6.193

## a
Formula: C2H4N2O
Source: the OMol25 dataset
Level of theory: ωB97M-V with the def2-TZVPD basis set

Structure (XYZ):
```
9
Properties=species:S:1:pos:R:3:lowdin_charge:R:1
C 1.372 0.249 0.320 -0.182
C -0.005 0.577 -0.477 -0.149
N -1.555 -0.794 0.505 0.005
N -0.874 -0.575 -0.507 -0.101
O 2.096 -0.647 -0.063 0.056
H 1.412 0.893 1.127 0.081
H -0.539 1.167 0.241 0.089
H 0.268 0.795 -1.446 0.084
H -2.176 -1.665 0.300 0.117
```

Summary:
**<S²>**: 2.007
**Kohn-Sham gap (alpha / beta)**: 7.73 / 8.45 eV
**Molar mass**: 72.07 g/mol
**Spin multiplicity**: 3

## b
Formula: C2H4N2O
Source: the OMol25 dataset
Level of theory: ωB97M-V with the def2-TZVPD basis set

Structure (XYZ):
```
9
Properties=species:S:1:pos:R:3:lowdin_charge:R:1
C -1.412 -1.872 -0.521 -0.171
C 0.962 1.380 0.284 -0.141
N 0.181 -0.819 0.579 0.096
N 0.171 0.228 0.049 -0.153
O -2.095 -1.216 -1.188 0.038
H -1.355 -2.935 -0.453 0.043
H 0.731 1.938 1.306 0.111
H 0.847 2.274 -0.504 0.118
H 1.970 1.022 0.447 0.059
```

Summary:
**<S²>**: 2.006
**Kohn-Sham gap (alpha / beta)**: 6.73 / 11.24 eV
**Molar mass**: 72.07 g/mol
**Spin multiplicity**: 3

Energy above the most stable structure, in eV: a 0.000; b 0.584

## a
Formula: C4H8IN2
Source: the OMol25 dataset
Level of theory: ωB97M-V with the def2-TZVPD basis set

Structure (XYZ):
```
15
Properties=species:S:1:pos:R:3:lowdin_charge:R:1
C 0.751 0.334 -0.140 -0.330
C -1.487 -0.913 0.081 -0.724
C 0.455 1.210 1.100 0.008
C 1.762 0.659 -1.240 0.022
N -0.142 -0.485 -0.524 0.091
N -1.697 -2.170 0.241 0.139
I -3.045 0.473 0.064 1.064
H 0.995 0.744 1.936 0.108
H -0.587 1.154 1.352 0.009
H 0.884 2.105 0.797 0.067
H 2.514 1.211 -0.787 0.064
H 1.180 1.279 -1.938 0.119
H 1.998 -0.336 -1.502 0.079
H -0.924 -2.816 0.452 0.168
H -2.656 -2.450 0.108 0.116
```

Summary:
**SMILES string**: CC(C)=NC(=[NH2+])I
**Kohn-Sham gap**: 9.36 eV
**Molar mass**: 211.03 g/mol
**Total charge**: +1

## b
Formula: C4H8IN2
Source: the OMol25 dataset
Level of theory: ωB97M-V with the def2-TZVPD basis set

Structure (XYZ):
```
15
Properties=species:S:1:pos:R:3:lowdin_charge:R:1
C 0.740 1.624 -0.517 -0.130
C 0.191 0.086 1.181 -0.216
C -0.556 -0.520 -0.054 -0.772
C -0.259 -1.802 -0.530 -0.164
N 0.228 0.674 -1.288 0.120
N 0.682 1.375 0.774 0.032
I -2.586 0.043 0.011 1.016
H 1.019 2.631 -0.905 0.178
H -0.517 0.277 2.080 0.126
H 1.042 -0.524 1.763 0.181
H 0.762 -2.050 -0.365 0.091
H -0.544 -1.863 -1.520 0.064
H -0.766 -2.722 -0.010 0.159
H -0.310 0.715 -2.147 0.126
H 0.877 2.056 1.527 0.188
```

Summary:
**Kohn-Sham gap**: 9.95 eV
**Molar mass**: 211.03 g/mol
**Total charge**: +1

Energy above the most stable structure, in eV: a 0.216; b 0.000

## a
Formula: C7H8O2S
Source: the OMol25 dataset
Level of theory: ωB97M-V with the def2-TZVPD basis set

Structure (XYZ):
```
18
Properties=species:S:1:pos:R:3:lowdin_charge:R:1
C -1.242 1.014 -1.679 -0.404
C -1.141 0.855 -0.329 -0.350
C -0.061 -0.086 -0.013 -0.174
C 0.721 -0.453 -1.132 -0.465
C 0.727 -1.213 2.273 -0.352
C -1.863 1.545 0.765 -0.051
C 2.042 -1.165 -1.247 -0.086
O 0.174 -0.444 1.372 0.047
O 1.640 -2.028 2.371 0.056
S -0.120 0.082 -2.595 1.010
H -1.801 1.876 -2.147 0.099
H 0.099 -1.008 3.149 0.142
H -2.703 0.719 1.123 0.149
H -1.254 1.745 1.625 0.061
H -2.386 2.474 0.441 0.086
H 2.739 -0.435 -1.047 0.046
H 2.177 -2.019 -0.577 0.081
H 2.251 -1.461 -2.352 0.107
```

Summary:
**SMILES string**: Cc1csc(C)c1OC=O
**Kohn-Sham gap**: 9.56 eV
**Molar mass**: 156.21 g/mol

## b
Formula: C7H8O2S
Source: the OMol25 dataset
Level of theory: ωB97M-V with the def2-TZVPD basis set

Structure (XYZ):
```
18
Properties=species:S:1:pos:R:3:lowdin_charge:R:1
C 0.313 1.875 1.032 -0.103
C -0.163 2.142 -0.174 -0.102
C 0.285 -0.555 0.704 -0.116
C -0.771 -0.174 -0.734 -0.265
C 0.734 0.531 1.572 -0.124
C -0.422 1.159 -1.283 -0.262
C -0.376 -2.629 0.021 -0.263
O 0.509 -1.786 -2.433 -0.540
O 0.289 -1.834 0.970 -0.033
S -0.713 -1.710 -1.617 0.884
H 0.450 2.687 1.733 0.102
H -0.396 3.171 -0.416 0.104
H 1.831 0.503 1.645 0.142
H 0.356 0.396 2.595 0.134
H -1.247 1.524 -1.902 0.111
H 0.464 1.110 -1.935 0.120
H 0.222 -3.518 -0.179 0.109
H -1.366 -2.893 0.400 0.102
```

Summary:
**Kohn-Sham gap (alpha / beta)**: 8.11 / 8.10 eV
**Molar mass**: 156.21 g/mol

Energy above the most stable structure, in eV: a 0.000; b 2.814

## a
Formula: C6H14
Source: the OMol25 dataset
Level of theory: ωB97M-V with the def2-TZVPD basis set

Structure (XYZ):
```
20
Properties=species:S:1:pos:R:3:lowdin_charge:R:1
C 2.515 -0.056 -0.561 -0.102
C 1.087 -0.466 -0.710 -0.167
C -0.016 0.192 -0.379 -0.385
C 0.006 1.549 0.218 -0.062
C -1.377 -0.342 -0.726 -0.239
C -2.373 -0.565 0.393 -0.110
H 2.730 0.766 0.128 0.064
H 3.089 -0.923 -0.228 0.069
H 2.918 0.232 -1.537 0.077
H 0.944 -1.430 -1.185 0.104
H 1.013 -1.087 2.301 0.061
H 0.499 -0.775 1.840 0.032
H -0.559 1.523 1.150 0.074
H 0.998 1.971 0.387 0.071
H -0.526 2.216 -0.463 0.088
H -1.263 -1.292 -1.241 0.103
H -1.838 0.357 -1.430 0.113
H -2.576 0.377 0.901 0.065
H -3.319 -0.984 0.026 0.076
H -1.952 -1.264 1.114 0.066
```

Summary:
**SMILES string**: C/C=C(\C)CC.[H][H]
**Kohn-Sham gap**: 9.95 eV
**Molar mass**: 86.18 g/mol

## b
Formula: C6H14
Source: the OMol25 dataset
Level of theory: ωB97M-V with the def2-TZVPD basis set

Structure (XYZ):
```
20
Properties=species:S:1:pos:R:3:lowdin_charge:R:1
C 1.450 -1.036 1.881 -0.142
C 2.043 -0.839 0.452 -0.216
C 0.901 -0.730 -0.760 -0.165
C -0.476 -0.154 -0.280 -0.211
C -0.981 1.362 -0.528 -0.224
C -2.465 1.408 -0.931 -0.141
H 2.150 -1.539 2.520 0.051
H 1.104 -0.062 2.418 0.100
H 0.496 -1.524 1.715 0.047
H 2.765 -0.045 0.438 0.067
H 2.721 -1.780 0.247 0.118
H 1.273 -0.213 -1.673 0.095
H 0.556 -1.705 -1.198 0.097
H -0.523 -0.217 0.827 0.074
H -1.211 -0.866 -0.589 0.080
H -0.663 1.821 0.405 0.081
H -0.498 2.029 -1.302 0.108
H -3.119 0.698 -0.489 0.054
H -2.622 0.977 -1.855 0.024
H -2.903 2.415 -1.297 0.106
```

Summary:
**SMILES string**: CCCCCC
**Kohn-Sham gap**: 11.50 eV
**Molar mass**: 86.18 g/mol

Energy above the most stable structure, in eV: a 0.000; b 0.723